CHI2PS | wB97M-V/def2-TZVPD

Geometry as XYZ:
```
6
Properties=species:S:1:pos:R:3:forces:R:3
C 0.2959 0.4380 0.3705 0.23 0.29 -1.30
P -0.6065 -0.4727 -1.5150 -0.16 1.46 2.04
S -2.4082 -0.8103 -0.9765 0.31 0.06 -0.45
I 2.1024 1.7138 0.4156 -1.03 -0.46 -0.20
I 0.9024 -1.5738 0.4292 0.59 -1.01 0.72
H -0.2859 0.7051 1.2761 0.06 -0.34 -0.81
```
Positions in Å, forces in eV/Å.

2S+1 = 1
Energy above the lowest of the compared OMol25 structures with the same formula, charge and spin = 0.997 eV
Frontier orbital gap = 7.5195 eV
Total charge = 0
E_HOMO = -8.70 eV
Energy = -1373.56977 a.u.

So, what does the Mulliken scheme give us? The charges, in e, come out as:
1 C -0.676
2 P 0.275
3 S -0.233
4 I 0.040
5 I 0.180
6 H 0.414